Arrangement one

{"formula": "CH4INOS", "method": "wB97M-V/def2-TZVPD", "lumo_ev": [-0.3, -1.0], "homo_ha": [-0.32496, -0.31993], "homo_lumo_gap_ev": [8.52, 7.71], "species": ["C", "N", "O", "S", "I", "H", "H", "H", "H"], "positions_angstrom": [[-0.750, -0.477, 1.417], [0.438, 0.555, -2.097], [1.029, -0.552, -0.491], [0.131, -1.550, 0.273], [0.696, 2.379, -1.288], [-1.633, 0.144, 0.827], [0.011, 0.128, 1.796], [-1.329, -1.038, 2.191], [1.407, 0.410, -2.628]], "lowdin_charge": [-0.38, -0.53, -0.73, 0.85, 0.66, 0.11, -0.01, 0.05, 0.00]}

***

Arrangement two

{"formula": "CH4INOS", "method": "wB97M-V/def2-TZVPD", "lumo_ev": [-2.7, -1.6], "homo_ha": [-0.33369, -0.32649], "homo_lumo_gap_ev": [6.42, 7.29], "species": ["C", "N", "O", "S", "I", "H", "H", "H", "H"], "positions_angstrom": [[-0.756, -0.518, 0.784], [-0.021, -0.077, -1.612], [0.001, 2.715, 0.695], [0.495, 0.355, -0.265], [2.812, -0.485, 0.283], [-0.840, -1.466, 0.356], [-0.549, -0.647, 1.816], [-1.548, 0.055, 0.430], [0.406, 0.067, -2.486]], "lowdin_charge": [-0.24, -0.36, -0.24, 0.41, 0.32, 0.03, 0.05, 0.02, 0.00]}

***

In terms of stability, arrangement one leads; the second structure lies 242.2 kJ/mol higher.

***

Arrangement one

{"formula": "C6H14N2O2", "method": "wB97M-V/def2-TZVPD", "lumo_ev": 0.6, "homo_ha": -0.35279, "homo_lumo_gap_ev": 10.19, "smiles": "CNC(C)=O.CNC(C)=O", "species": ["C", "N", "C", "C", "O", "H", "H", "H", "H", "H", "H", "H", "C", "N", "C", "C", "O", "H", "H", "H", "H", "H", "H", "H"], "positions_angstrom": [[-0.602, -2.496, -0.571], [0.605, -1.676, -0.639], [0.813, -0.874, -1.724], [2.187, -0.301, -1.842], [-0.059, -0.712, -2.557], [-1.298, -2.071, 0.153], [-1.132, -2.425, -1.515], [-0.300, -3.510, -0.330], [1.319, -1.966, 0.004], [2.339, 0.619, -2.347], [2.671, -0.237, -0.863], [2.772, -1.024, -2.411], [0.824, 1.948, 0.299], [-0.213, 1.161, 0.992], [-1.300, 1.737, 1.590], [-2.265, 0.720, 2.153], [-1.452, 2.934, 1.677], [0.802, 1.706, -0.749], [0.518, 2.997, 0.362], [1.699, 1.887, 0.881], [-0.242, 0.201, 0.687], [-2.910, 1.203, 2.874], [-2.946, 0.381, 1.358], [-1.830, -0.201, 2.521]], "lowdin_charge": [-0.06, -0.01, -0.58, -0.02, 0.05, 0.07, 0.08, 0.08, 0.13, 0.07, 0.08, 0.09, -0.05, 0.01, -0.56, -0.01, 0.05, 0.07, 0.09, 0.07, 0.09, 0.08, 0.09, 0.07]}

***

Arrangement two

{"formula": "C6H14N2O2", "method": "wB97M-V/def2-TZVPD", "lumo_ev": 0.6, "homo_ha": -0.35002, "homo_lumo_gap_ev": 10.09, "smiles": "CNC(C)=O.CNC(C)=O", "species": ["C", "N", "C", "C", "O", "H", "H", "H", "H", "H", "H", "H", "C", "N", "C", "C", "O", "H", "H", "H", "H", "H", "H", "H"], "positions_angstrom": [[-0.534, -1.811, -1.284], [0.278, -0.800, -1.899], [-0.256, 0.435, -2.133], [0.655, 1.573, -2.441], [-1.458, 0.593, -2.033], [-0.941, -1.508, -0.317], [-1.390, -2.169, -1.854], [0.040, -2.693, -1.025], [1.244, -0.988, -2.102], [1.725, 1.426, -2.231], [0.624, 1.790, -3.500], [0.399, 2.450, -1.854], [-1.011, 1.699, 1.635], [-0.651, 0.302, 1.478], [0.168, -0.206, 2.457], [0.973, -1.410, 2.064], [0.288, 0.354, 3.526], [-1.675, 1.951, 0.813], [-1.508, 1.819, 2.586], [-0.113, 2.322, 1.639], [-0.513, 0.017, 0.524], [1.871, -1.163, 1.505], [1.401, -1.860, 2.956], [0.385, -2.126, 1.490]], "lowdin_charge": [-0.10, 0.01, -0.57, 0.00, 0.05, 0.06, 0.09, 0.08, 0.13, 0.08, 0.08, 0.09, -0.07, 0.00, -0.55, 0.00, 0.06, 0.08, 0.08, 0.09, 0.07, 0.08, 0.08, 0.07]}

***

In terms of stability, arrangement two leads; the second structure lies 7.6 kJ/mol higher.

***

Arrangement one

{"formula": "C4H12NO", "method": "wB97M-V/def2-TZVPD", "total_charge": 1, "lumo_ev": -3.2, "homo_ha": -0.55820, "homo_lumo_gap_ev": 11.97, "smiles": "CC[NH2+]CCO", "species": ["C", "C", "N", "C", "C", "O", "H", "H", "H", "H", "H", "H", "H", "H", "H", "H", "H", "H"], "positions_angstrom": [[-1.181, 1.466, -2.049], [-0.538, 1.590, -0.688], [-0.425, 0.279, 0.034], [0.827, 0.157, 0.832], [1.280, -1.303, 0.985], [0.070, -2.079, 1.101], [-1.613, 2.417, -2.364], [-0.432, 1.086, -2.732], [-2.103, 0.879, -2.082], [-0.938, 2.316, -0.019], [0.447, 2.050, -0.760], [-1.229, -0.008, 0.585], [-0.331, -0.443, -0.687], [0.625, 0.555, 1.821], [1.672, 0.709, 0.430], [1.820, -1.419, 1.913], [1.767, -1.601, 0.058], [0.166, -2.857, 0.536]], "lowdin_charge": [-0.05, -0.18, 0.06, -0.11, -0.18, -0.07, 0.10, 0.09, 0.09, 0.13, 0.13, 0.19, 0.17, 0.14, 0.14, 0.13, 0.13, 0.11]}

***

Arrangement two

{"formula": "C4H12NO", "method": "wB97M-V/def2-TZVPD", "total_charge": 1, "lumo_ev": -9.4, "homo_ha": -0.51879, "homo_lumo_gap_ev": 4.76, "species": ["C", "C", "C", "C", "O", "N", "H", "H", "H", "H", "H", "H", "H", "H", "H", "H", "H", "H"], "positions_angstrom": [[0.969, -1.938, 0.139], [0.094, -0.762, 0.367], [0.817, 0.579, 0.833], [-0.018, -0.047, 1.800], [-1.628, 1.478, -0.060], [-0.399, 0.968, -2.066], [0.574, -2.803, 0.679], [1.039, -2.150, -0.926], [1.973, -1.736, 0.454], [-0.781, -0.613, -0.243], [0.437, 1.388, 0.255], [1.883, 0.606, 0.985], [-1.014, 0.253, 2.068], [0.434, -0.715, 2.525], [-2.397, 2.068, -0.190], [-1.085, 1.304, -1.235], [-0.921, 0.416, -2.742], [0.021, 1.702, -2.643]], "lowdin_charge": [-0.02, -0.12, -0.05, -0.01, -0.11, 0.23, 0.12, 0.10, 0.09, 0.10, 0.08, 0.14, 0.12, 0.14, 0.07, -0.04, 0.08, 0.09]}

***

In terms of stability, arrangement one leads; the second structure lies 703.5 kJ/mol higher.

***

Arrangement one

{"formula": "C4H12NO", "method": "wB97M-V/def2-TZVPD", "total_charge": 1, "lumo_ev": -3.4, "homo_ha": -0.54160, "homo_lumo_gap_ev": 11.37, "smiles": "C[NH2+][C@@H](C)CO", "species": ["C", "N", "C", "C", "C", "O", "H", "H", "H", "H", "H", "H", "H", "H", "H", "H", "H", "H"], "positions_angstrom": [[0.321, -1.936, -1.042], [0.226, -1.094, 0.225], [-0.390, 0.268, 0.041], [-1.249, 0.620, 1.257], [0.773, 1.254, -0.134], [0.244, 2.461, -0.610], [1.345, -1.923, -1.385], [-0.266, -1.495, -1.847], [0.069, -2.976, -0.832], [1.148, -1.114, 0.657], [-0.372, -1.648, 0.833], [-1.077, 0.246, -0.786], [-1.545, 1.661, 1.142], [-2.131, -0.010, 1.240], [-0.773, 0.484, 2.228], [1.260, 1.400, 0.828], [1.436, 0.804, -0.880], [0.982, 2.996, -0.936]], "lowdin_charge": [0.03, 0.05, -0.30, -0.02, -0.23, -0.02, 0.10, 0.11, 0.11, 0.18, 0.17, 0.15, 0.10, 0.09, 0.10, 0.14, 0.13, 0.12]}

***

Arrangement two

{"formula": "C4H12NO", "method": "wB97M-V/def2-TZVPD", "total_charge": 1, "lumo_ev": -9.2, "homo_ha": -0.55397, "homo_lumo_gap_ev": 5.92, "species": ["C", "C", "C", "C", "O", "N", "H", "H", "H", "H", "H", "H", "H", "H", "H", "H", "H", "H"], "positions_angstrom": [[0.413, -1.253, -0.397], [-1.126, -0.902, -0.234], [-1.472, 0.579, -0.294], [-1.127, 1.380, 1.026], [0.128, 1.072, 1.292], [1.335, -0.180, -0.482], [0.565, -1.892, -1.258], [3.564, -0.334, 0.122], [-1.456, -1.262, 0.738], [-1.724, -1.364, -1.020], [-0.837, 1.011, -1.063], [-2.498, 0.848, -0.509], [-1.875, 1.015, 1.757], [-1.296, 2.459, 0.962], [0.600, -1.770, 0.544], [1.508, 0.232, -1.399], [1.056, 0.482, 0.325], [4.244, -0.122, -0.108]], "lowdin_charge": [-0.17, -0.11, -0.10, -0.23, 0.06, 0.17, 0.13, 0.01, 0.12, 0.14, 0.12, 0.14, 0.18, 0.14, 0.14, 0.14, 0.07, 0.05]}

***

In terms of stability, arrangement one leads; the second structure lies 622.1 kJ/mol higher.

***

Arrangement one

{"formula": "C4H12NO", "method": "wB97M-V/def2-TZVPD", "total_charge": 1, "lumo_ev": -6.8, "homo_ha": -0.47805, "homo_lumo_gap_ev": 6.20, "species": ["C", "C", "C", "C", "N", "O", "H", "H", "H", "H", "H", "H", "H", "H", "H", "H", "H", "H"], "positions_angstrom": [[0.725, -0.041, -1.159], [2.356, -0.211, 0.887], [-3.042, -0.156, -0.385], [1.245, 0.583, 0.110], [0.071, 0.936, 0.890], [-2.857, -1.405, -0.561], [0.119, -0.927, -0.819], [0.026, 0.633, -1.652], [1.425, -0.492, -1.919], [2.169, -1.252, 0.856], [2.369, 0.026, 1.902], [3.215, -0.146, 0.355], [-4.044, 0.409, -0.124], [-2.072, 0.285, -0.470], [1.730, 1.466, -0.101], [0.257, 1.930, 1.080], [0.024, 0.371, 1.661], [-3.716, -2.010, -0.551]], "lowdin_charge": [-0.09, -0.02, 0.22, -0.49, 0.04, 0.16, 0.07, 0.06, 0.10, 0.07, 0.06, 0.05, 0.20, 0.07, 0.10, 0.10, 0.04, 0.24]}

***

Arrangement two

{"formula": "C4H12NO", "method": "wB97M-V/def2-TZVPD", "total_charge": 1, "lumo_ev": -3.2, "homo_ha": -0.53297, "homo_lumo_gap_ev": 11.26, "species": ["C", "C", "C", "C", "N", "H", "H", "H", "H", "H", "H", "H", "H", "H", "H", "H", "H", "O"], "positions_angstrom": [[-0.844, -0.198, 2.589], [-1.516, -0.097, 1.229], [-0.492, 0.001, 0.144], [-0.279, -0.975, -0.704], [0.822, -0.842, -1.707], [-0.185, -1.052, 2.705], [-0.247, 0.704, 2.761], [-1.595, -0.222, 3.373], [-2.194, -0.929, 1.040], [-2.106, 0.817, 1.210], [0.089, 0.913, 0.135], [-0.685, -1.977, -0.685], [1.174, 0.139, -1.739], [0.494, -1.081, -2.639], [1.597, -1.463, -1.455], [1.308, 2.484, -2.160], [2.784, 2.054, -2.107], [1.876, 1.722, -1.990]], "lowdin_charge": [-0.09, -0.24, -0.09, -0.07, 0.18, 0.08, 0.08, 0.08, 0.12, 0.12, 0.13, 0.13, 0.09, 0.17, 0.17, 0.08, 0.09, -0.04]}

***

Arrangement three

{"formula": "C4H12NO", "method": "wB97M-V/def2-TZVPD", "total_charge": 1, "lumo_ev": -8.1, "homo_ha": -0.51963, "homo_lumo_gap_ev": 6.04, "species": ["C", "C", "C", "C", "N", "H", "H", "H", "H", "H", "H", "H", "H", "H", "H", "H", "H", "O"], "positions_angstrom": [[2.335, -1.617, 0.504], [1.448, -0.850, -0.535], [0.080, -0.857, -0.151], [-0.499, 0.225, 0.608], [-1.729, 0.359, 0.874], [2.273, -1.160, 1.483], [3.353, -1.570, 0.136], [2.025, -2.656, 0.579], [1.572, -1.355, -1.494], [1.832, 0.166, -0.613], [-0.564, -1.694, -0.397], [0.141, 1.067, 0.854], [-2.133, 1.040, -4.315], [-2.092, 0.375, -3.980], [-2.353, -0.429, 0.626], [-2.194, 3.524, 2.457], [-1.958, 2.339, 1.472], [-1.536, 3.094, 1.891]], "lowdin_charge": [0.00, -0.18, 0.14, -0.14, 0.23, 0.09, 0.10, 0.09, 0.15, 0.14, 0.16, 0.14, 0.01, -0.01, 0.12, 0.05, -0.03, -0.07]}

***

In terms of stability, arrangement two leads; the second structure lies 339.3 kJ/mol higher.

***

Arrangement one

{"formula": "C2H8N2O2", "method": "wB97M-V/def2-TZVPD", "lumo_ev": 0.9, "homo_ha": -0.35940, "homo_lumo_gap_ev": 10.67, "smiles": "NC=O.NCO", "species": ["N", "C", "O", "H", "H", "H", "N", "C", "O", "H", "H", "H", "H", "H"], "positions_angstrom": [[1.443, -1.649, -0.549], [2.496, -1.157, -1.246], [2.659, 0.038, -1.410], [1.324, -2.644, -0.574], [0.856, -0.884, -0.205], [3.279, -1.865, -1.562], [-1.954, 1.938, 1.029], [-1.760, 0.550, 0.764], [-0.476, 0.149, 0.325], [-1.722, 2.248, 1.961], [-1.493, 2.547, 0.369], [-2.466, 0.282, -0.015], [-1.956, -0.031, 1.660], [-0.229, 0.476, -0.548]], "lowdin_charge": [0.12, -0.43, -0.01, 0.09, 0.05, 0.12, 0.02, -0.34, -0.09, 0.07, 0.07, 0.11, 0.12, 0.09]}

***

Arrangement two

{"formula": "C2H8N2O2", "method": "wB97M-V/def2-TZVPD", "lumo_ev": 0.7, "homo_ha": -0.34790, "homo_lumo_gap_ev": 10.16, "smiles": "NCC(N)=O.O", "species": ["N", "C", "C", "N", "O", "H", "H", "H", "H", "H", "H", "O", "H", "H"], "positions_angstrom": [[0.390, -1.729, -0.409], [0.880, -0.386, -0.039], [0.334, 0.661, -1.000], [-0.877, 0.334, -1.543], [0.952, 1.697, -1.116], [-0.167, -2.029, 0.370], [1.104, -2.305, -0.788], [0.531, -0.105, 0.979], [1.940, -0.090, -0.005], [-1.105, -0.702, -1.673], [-1.329, 0.857, -2.272], [-1.089, 1.162, 2.797], [-1.174, 0.844, 1.884], [-0.391, 1.791, 2.815]], "lowdin_charge": [0.01, -0.19, -0.57, 0.13, 0.04, 0.07, 0.07, 0.10, 0.12, 0.12, 0.09, -0.05, 0.02, 0.02]}

***

In terms of stability, arrangement two leads; the second structure lies 25.6 kJ/mol higher.